Record 1
{"formula": "C19H22Br21F9O6", "method": "ωB97M-V/def2-TZVPD", "symbols": ["C", "Br", "Br", "Br", "H", "C", "Br", "Br", "Br", "H", "C", "Br", "Br", "Br", "H", "C", "Br", "Br", "Br", "H", "C", "Br", "Br", "Br", "H", "C", "Br", "Br", "Br", "H", "C", "Br", "Br", "Br", "H", "C", "C", "O", "C", "O", "C", "F", "F", "F", "H", "H", "H", "H", "H", "C", "C", "O", "C", "O", "C", "F", "F", "F", "H", "H", "H", "H", "H", "C", "C", "O", "C", "O", "C", "F", "F", "F", "H", "H", "H", "H", "H"], "positions_angstrom": [[-3.65232, -4.87896, 1.27714], [-4.99805, -4.73062, 2.70804], [-4.70975, -4.93248, -0.38855], [-2.44254, -6.38739, 1.58368], [-3.18395, -3.91329, 1.38925], [6.02004, 3.19560, -4.25795], [6.80926, 4.64378, -3.16738], [6.25024, 3.66075, -6.09878], [4.20080, 2.67367, -3.77983], [6.59265, 2.32368, -3.97723], [-3.42978, -0.09245, -2.85077], [-5.32763, 0.33147, -3.28903], [-3.24814, -1.95163, -2.31417], [-2.83697, 1.05564, -1.43361], [-2.83949, 0.13209, -3.72799], [3.24185, -3.24490, -2.61628], [2.86821, -3.41402, -0.68501], [4.23733, -1.61538, -3.04245], [1.57584, -3.29890, -3.66859], [3.78661, -4.12086, -2.93626], [1.10904, -5.09141, 3.48787], [1.15767, -7.03686, 3.26689], [2.85444, -4.59327, 4.29841], [-0.35142, -4.58509, 4.69399], [1.08013, -4.48376, 2.59489], [-3.62766, 1.83546, 4.08017], [-3.13531, 2.31288, 2.20565], [-5.39726, 0.99217, 3.97525], [-3.62799, 3.46266, 5.17744], [-2.87893, 1.17794, 4.49807], [-2.07306, -6.30659, -2.94799], [-0.79211, -6.98993, -4.23741], [-3.62691, -5.43567, -3.85819], [-1.32742, -5.14461, -1.55608], [-2.44675, -7.16977, -2.41587], [4.04564, 3.72918, 1.64524], [4.45249, 2.75941, 2.73223], [3.59487, 1.64205, 2.72024], [4.08561, 0.46459, 3.11416], [5.24588, 0.26560, 3.27244], [3.01183, -0.58115, 3.41334], [3.31772, -1.76351, 2.89862], [2.90194, -0.68553, 4.74586], [1.82474, -0.17935, 2.93292], [4.58506, 4.66943, 1.58720], [2.97113, 3.93414, 1.65712], [4.17377, 3.23725, 0.67617], [4.45733, 3.23930, 3.71422], [5.50051, 2.50601, 2.55667], [-5.25895, 3.55074, -0.76649], [-4.32627, 4.69750, -1.12251], [-2.95686, 4.28819, -1.27423], [-2.22957, 4.81521, -2.25374], [-2.66961, 5.56830, -3.07682], [-0.86645, 4.17153, -2.42266], [0.01776, 5.03152, -2.93789], [-0.37918, 3.78012, -1.21035], [-0.97865, 3.09466, -3.21336], [-5.15230, 3.02246, 0.17684], [-5.25352, 2.87788, -1.62396], [-6.30363, 3.87734, -0.74100], [-4.35654, 5.47717, -0.36113], [-4.62314, 5.13806, -2.07319], [1.82026, 0.50376, -0.81939], [0.68027, -0.48738, -1.13810], [-0.04340, -0.56372, 0.10402], [-0.43639, -1.68140, 0.63367], [-0.60432, -2.71217, 0.03631], [-0.75678, -1.69314, 2.13192], [-1.89672, -2.31664, 2.36424], [0.24277, -2.24950, 2.78966], [-0.91713, -0.46313, 2.64738], [2.40814, 0.73427, -1.70741], [2.45154, 0.05779, -0.05455], [1.39644, 1.42811, -0.43228], [1.07621, -1.44022, -1.48249], [-0.08314, -0.12470, -1.82624]], "forces_ev_per_a": [[-1.329, -0.284, 0.397], [0.377, -0.278, 0.026], [0.813, -0.140, 0.596], [-0.652, 0.873, -0.169], [0.635, -0.241, -0.575], [0.181, 0.315, 0.697], [-0.626, -0.548, -0.174], [-0.193, -0.298, 0.055], [0.418, 0.471, -0.145], [0.201, 0.027, -0.402], [-0.965, -0.150, 0.404], [0.937, -0.266, 0.063], [0.040, 0.514, -0.381], [0.106, -0.101, 0.010], [-0.047, -0.209, -0.056], [-0.822, 0.435, 0.045], [0.338, 0.038, -0.898], [-0.294, -0.699, 0.272], [0.576, 0.016, 0.474], [0.262, 0.126, 0.160], [0.745, -0.286, 1.573], [-0.284, 0.867, -0.387], [-0.684, -0.092, -0.225], [0.493, -0.300, -0.533], [-0.390, -0.501, -0.296], [-0.661, 0.954, -0.942], [0.085, -0.275, 1.040], [0.853, 0.242, 0.391], [-0.078, -0.731, -0.366], [-0.121, -0.201, -0.156], [-0.385, 0.467, 0.076], [-0.254, 0.420, 0.393], [1.018, -0.557, 0.435], [0.069, -0.286, -1.124], [-0.218, 0.030, -0.125], [-1.078, -0.623, -0.964], [1.560, 1.551, -0.115], [-1.160, -0.774, 0.170], [0.667, 1.239, -0.338], [0.593, -0.805, 0.318], [-0.615, 0.613, 0.040], [0.011, 0.089, -0.042], [0.013, -0.200, -0.182], [0.238, -0.242, 0.026], [0.213, -0.058, 0.461], [0.080, 0.192, 0.373], [0.232, -0.001, -0.004], [-0.416, -0.215, 0.103], [-0.190, -0.522, 0.016], [-0.471, -0.152, -0.898], [-0.726, 0.590, 0.182], [1.060, -0.619, 0.673], [-2.271, 0.015, -0.741], [0.663, 0.363, -0.003], [0.950, -0.075, 1.254], [-0.423, -0.463, -0.073], [-0.168, -0.061, -0.818], [0.277, 0.379, 0.123], [0.701, 0.029, -0.062], [0.141, -0.457, 0.320], [0.193, 0.587, -0.053], [0.185, 0.045, -0.004], [-0.163, 0.008, 0.101], [-0.809, -0.318, -0.474], [0.350, 0.863, -0.092], [0.274, 0.436, 1.623], [-0.525, -1.030, -1.245], [0.246, -0.415, 0.102], [-0.215, 2.086, 0.075], [-0.249, -0.836, 0.037], [0.311, -0.753, 0.162], [0.110, 0.261, -0.168], [0.037, -0.122, 0.005], [0.164, 0.006, -0.015], [0.008, 0.051, 0.037], [-0.361, -0.141, 0.296], [0.417, 0.126, -0.358]], "gap_ev": 9.26, "homo_ev": -9.83}

---

Record 2
{"formula": "C19H22BrF6GdN7O5S3", "method": "ωB97M-V/def2-TZVPD", "symbols": ["Gd", "N", "C", "S", "N", "N", "C", "C", "C", "C", "C", "C", "N", "H", "H", "H", "H", "H", "H", "H", "F", "C", "F", "F", "S", "O", "O", "N", "S", "O", "O", "C", "F", "F", "F", "C", "C", "C", "C", "C", "Br", "N", "C", "H", "H", "H", "H", "H", "H", "C", "N", "C", "C", "C", "O", "H", "H", "H", "H", "H", "H", "H", "H", "H"], "positions_angstrom": [[-0.78089, -0.34760, -0.11997], [-2.32356, -4.83371, 0.92359], [-1.91366, -3.66549, 0.38773], [-2.09030, -2.27304, 1.41572], [-1.48686, -3.72635, -0.84642], [-1.06315, -2.52596, -1.37163], [-0.89867, -2.55211, -2.63899], [-0.33497, -1.40780, -3.37801], [-0.21426, -1.48041, -4.75750], [0.38176, -0.42416, -5.43011], [0.84917, 0.65256, -4.69813], [0.67969, 0.64179, -3.32113], [0.09072, -0.35407, -2.66536], [-2.75090, -4.87366, 1.82908], [-2.28375, -5.65822, 0.34792], [-1.13958, -3.46248, -3.18364], [-0.57839, -2.34852, -5.28773], [0.48438, -0.44927, -6.50632], [1.33129, 1.49487, -5.17328], [1.03600, 1.46830, -2.72182], [-4.59111, -0.26249, 0.82988], [-4.43281, 0.66964, 1.74807], [-5.57096, 1.31578, 1.91012], [-4.05912, 0.10540, 2.89552], [-3.15242, 1.91283, 1.27933], [-1.85201, 1.21071, 1.14817], [-3.23161, 2.89708, 2.29763], [-3.63144, 2.41372, -0.14046], [-2.99945, 1.90471, -1.48316], [-2.44820, 0.52832, -1.38487], [-3.80880, 2.20174, -2.60685], [-1.47036, 2.93275, -1.68397], [-0.44143, 2.31964, -1.04088], [-1.62069, 4.13658, -1.16282], [-1.15723, 3.03419, -2.97031], [-0.30538, 0.60209, 5.90246], [0.21375, -0.20256, 4.74683], [0.95950, -1.36305, 4.92488], [1.39183, -2.08971, 3.83100], [1.05017, -1.61637, 2.57635], [1.54207, -2.64895, 1.06635], [0.35931, -0.51032, 2.36419], [-0.05130, 0.17340, 3.43915], [0.23668, 0.36296, 6.81583], [-1.36173, 0.39834, 6.08129], [-0.20099, 1.67041, 5.71774], [1.20157, -1.70288, 5.92381], [1.96480, -2.99706, 3.94550], [-0.61751, 1.07356, 3.23211], [3.60150, -0.60006, -1.58028], [3.53383, 0.76614, -1.06600], [4.61373, 1.69359, -1.39480], [2.46897, 1.16088, -0.36497], [2.44721, 2.56410, 0.17551], [1.52361, 0.38479, -0.12862], [4.64729, -0.89095, -1.64714], [3.14908, -0.67702, -2.56800], [3.08237, -1.26465, -0.89315], [5.33966, 1.16201, -2.00323], [5.11598, 2.05012, -0.49628], [4.25251, 2.54891, -1.96502], [3.34706, 2.78976, 0.74700], [1.57685, 2.67767, 0.81610], [2.39115, 3.28958, -0.63805]], "forces_ev_per_a": [[1.541, -1.324, 0.446], [0.191, 0.066, -0.116], [-0.401, -0.257, 0.063], [0.143, 0.320, -0.271], [0.171, 0.580, -0.033], [-0.149, -0.374, -0.113], [0.125, 0.112, -0.134], [-0.159, -0.342, 0.259], [0.083, 0.154, -0.056], [-0.044, -0.089, -0.001], [0.016, 0.052, 0.092], [0.003, -0.072, -0.091], [-0.047, -0.034, 0.090], [0.009, 0.042, 0.029], [-0.033, -0.013, 0.021], [0.025, 0.049, -0.028], [-0.011, -0.027, -0.001], [0.007, 0.009, -0.008], [0.000, -0.003, -0.018], [0.005, 0.022, 0.008], [0.137, -0.089, -0.281], [-0.023, -0.093, 0.273], [-0.073, 0.061, 0.099], [-0.009, 0.045, -0.057], [0.417, 0.169, -0.553], [-0.927, 0.365, 0.864], [0.094, 0.042, -0.164], [0.114, -0.139, 0.086], [-0.206, -0.548, 0.246], [-0.813, 1.082, -0.597], [0.034, -0.067, 0.116], [-0.009, 0.234, -0.120], [0.002, 0.182, -0.073], [0.041, -0.183, -0.110], [0.018, -0.039, 0.260], [0.057, 0.029, 0.046], [0.021, -0.065, 0.013], [-0.022, 0.049, 0.035], [-0.011, 0.057, -0.075], [0.035, 0.064, 0.290], [-0.038, -0.047, -0.100], [-0.165, -0.236, -0.063], [0.081, 0.158, -0.095], [-0.001, 0.001, 0.001], [-0.016, -0.017, -0.034], [-0.023, 0.013, -0.016], [0.002, -0.008, 0.019], [0.006, -0.023, -0.032], [-0.027, -0.017, 0.010], [0.041, 0.009, 0.179], [-0.127, 0.089, -0.044], [0.041, -0.090, -0.015], [0.104, -0.038, 0.231], [-0.033, 0.046, -0.031], [-0.198, 0.083, -0.255], [-0.020, -0.037, 0.021], [-0.048, 0.012, -0.075], [0.039, 0.035, -0.098], [0.008, 0.045, 0.002], [0.017, 0.011, -0.005], [-0.014, 0.008, 0.001], [0.015, -0.038, -0.005], [0.019, -0.004, -0.034], [-0.009, 0.019, -0.001]], "multiplicity": 8, "de_lowest_ev": 0.000, "gap_ev": [7.85, 5.61], "homo_ev": [-10.97, -10.94], "total_charge": 1}